{"formula": "C40H50BiBrGeN3O3PSe", "method": "wB97M-V/def2-TZVPD", "multiplicity": 1, "charge": 2, "gap_ev": [4.94, 5.53], "lumo_energy_ev": [-7.83, -7.76], "homo_ev": [-12.772, -13.287], "species": ["C", "C", "H", "Se", "C", "C", "H", "H", "H", "H", "H", "C", "C", "H", "C", "C", "H", "C", "C", "H", "C", "H", "H", "H", "C", "C", "H", "H", "C", "H", "H", "O", "H", "C", "Br", "C", "H", "C", "H", "H", "N", "H", "H", "C", "H", "C", "C", "H", "N", "H", "C", "H", "C", "H", "N", "H", "C", "O", "H", "Bi", "C", "H", "H", "C", "C", "H", "Ge", "H", "H", "H", "C", "H", "H", "H", "H", "C", "C", "C", "H", "H", "H", "C", "C", "H", "C", "H", "H", "C", "C", "C", "O", "C", "C", "C", "H", "P", "H", "H", "C", "H", "H"], "positions_angstrom": [[3.57779, 1.16678, -1.60999], [3.44916, 3.40263, 4.27112], [-3.01169, 2.43943, 3.56236], [1.40021, -2.98904, 0.04310], [-2.03413, -5.44060, -1.93142], [3.16076, -3.84209, 3.57865], [1.36532, -2.92966, 4.28991], [-4.18516, -1.39590, -2.84865], [0.18613, 3.56334, -1.07413], [-2.16017, -2.36022, -3.80428], [2.71102, 5.22995, 5.10772], [3.13077, 2.12895, 3.83384], [2.60104, -1.52744, 3.19899], [-0.80988, 6.08214, -1.24326], [2.45606, 4.23599, 4.76632], [5.21075, 1.60584, -3.34344], [-2.39700, 0.80121, 3.32602], [1.81107, 1.67904, 3.90442], [-1.64869, -3.21160, 1.10102], [5.02407, -4.49183, 2.74558], [3.86551, 2.41155, -1.04912], [-3.06619, -6.18972, -3.65416], [1.64044, -5.34207, -3.38728], [-3.77643, 3.35260, -2.14108], [2.56863, 0.19671, -1.11180], [0.81642, 2.52295, 4.41124], [-4.14673, -0.62599, -4.43745], [2.92585, -4.80590, 4.00840], [4.81438, 3.24163, -1.62620], [-2.94573, -7.32308, -2.31953], [-4.73813, 0.54653, 2.68992], [1.98958, -0.57596, -1.84778], [-3.28038, -4.76234, -0.32834], [-2.85216, 1.65810, 2.82164], [2.95496, 3.13958, 0.45544], [-3.65045, 0.60659, 0.80144], [-1.72152, -0.83429, -4.56309], [0.27194, -4.67367, -1.89917], [0.03802, -0.57214, 4.13688], [6.23596, 3.48859, -3.19826], [-2.26654, 0.28028, -1.87561], [-1.41388, -1.65509, -1.68551], [-0.55038, -5.95123, -3.38859], [-1.97351, 2.12679, 1.67354], [5.73206, 1.28888, -4.23521], [1.13916, 3.79883, 4.83854], [-4.13548, 1.24020, 2.10816], [-3.61714, 3.33503, -0.38006], [-1.81283, 2.93994, -1.42234], [-4.25006, 0.95232, -2.27305], [-2.28910, -4.72160, -0.76219], [5.01562, 4.20770, -1.18634], [-1.30746, 5.17426, -0.90849], [-3.43098, 5.69185, -0.67919], [-2.28376, 1.15773, 0.59953], [-2.23756, 3.14570, 1.36959], [1.62220, -4.65266, -2.54667], [-0.09737, 1.16495, -0.72438], [3.91386, 1.48943, 3.44738], [0.42526, -0.45250, 0.70251], [4.65710, -2.42276, 2.32668], [1.86374, -3.65279, -2.91195], [-1.82999, -2.15462, 0.85677], [-3.12043, 3.62315, -1.31210], [4.25279, 0.79169, -2.77366], [4.47330, 3.74575, 4.22624], [1.33864, -0.11284, 3.46583], [-0.50655, 4.09735, -2.61220], [-0.20796, 2.17739, 4.49619], [-0.86601, -3.26879, 1.85785], [3.79007, -1.35576, 2.48435], [5.57965, -2.29077, 1.77857], [-0.90259, 2.12628, 1.90065], [-0.42642, -0.52070, -2.62269], [-4.75252, 2.11563, 1.90255], [-2.18847, -1.27836, -3.68356], [-1.44797, -0.83882, -2.41787], [-3.60503, -0.74017, -3.50083], [-4.30637, 0.84863, -0.03409], [-2.57558, -3.57947, 1.53789], [-2.88932, 5.50972, -2.34006], [4.34180, -3.66185, 2.87007], [2.28689, -2.78043, 3.73861], [0.37262, 4.44658, 5.24126], [-0.71798, 3.93089, -1.55299], [4.02573, -0.40240, 2.02933], [-4.09255, -5.98847, -2.22176], [-3.37020, 0.59230, -2.80790], [-3.10089, -6.27084, -2.56848], [-0.75150, -5.39654, -2.48052], [2.35168, 0.21056, 0.20093], [-0.00726, -3.94464, -0.70699], [-1.30728, -3.97689, -0.13834], [5.49345, 2.83444, -2.76323], [-3.05987, 1.36081, -3.52378], [-1.60433, 1.41438, -0.90055], [-1.20591, 5.12058, 0.17830], [-3.59798, -0.48183, 0.87151], [-2.77360, 5.11780, -1.32944], [2.41242, -4.94546, -1.85389], [4.01113, -0.16616, -3.21390]], "atomic_forces_ev_per_a": [[0.04, 0.00, -0.05], [0.03, 0.01, -0.01], [-0.01, -0.01, 0.02], [-0.12, -0.10, 0.01], [0.02, 0.03, 0.04], [-0.07, 0.03, 0.02], [0.00, 0.01, 0.01], [0.00, -0.01, 0.01], [0.02, 0.03, 0.01], [0.01, 0.00, -0.01], [0.00, 0.02, 0.01], [0.05, -0.08, -0.06], [-0.12, 0.00, 0.01], [0.00, 0.01, 0.00], [-0.01, 0.03, 0.01], [0.04, 0.06, 0.01], [0.02, -0.02, -0.02], [-0.07, -0.01, -0.07], [-0.13, 0.04, 0.06], [0.01, -0.01, -0.01], [-0.02, 0.08, 0.01], [0.00, 0.00, -0.02], [0.03, 0.01, -0.03], [0.01, 0.02, 0.05], [0.13, 0.06, -0.06], [-0.05, -0.04, -0.02], [0.01, 0.00, 0.00], [0.00, -0.01, 0.01], [0.00, -0.03, 0.00], [-0.01, -0.01, 0.00], [-0.02, 0.01, 0.01], [-0.17, -0.01, -0.03], [-0.02, 0.01, 0.03], [0.03, 0.05, 0.06], [-0.02, -0.04, -0.01], [-0.04, -0.11, -0.06], [-0.02, 0.03, 0.01], [-0.09, 0.08, 0.07], [0.00, -0.03, -0.07], [0.02, 0.01, -0.02], [0.11, 0.27, -0.10], [-0.01, 0.00, -0.01], [0.01, -0.01, -0.01], [0.07, 0.02, -0.04], [0.01, -0.01, -0.02], [0.00, -0.01, -0.01], [-0.03, -0.04, 0.00], [-0.02, 0.01, 0.00], [-0.06, -0.19, 0.23], [0.00, -0.01, 0.00], [0.06, 0.02, -0.03], [0.00, 0.01, 0.00], [0.05, 0.05, 0.01], [0.00, -0.01, -0.01], [0.00, 0.13, -0.17], [0.00, 0.00, 0.03], [0.11, -0.05, -0.05], [-0.21, -0.03, 0.11], [0.00, -0.01, 0.01], [0.21, -0.07, -0.35], [0.02, 0.00, -0.02], [0.01, 0.02, 0.01], [0.02, 0.04, 0.00], [-0.11, -0.03, -0.02], [0.04, -0.07, 0.03], [0.02, 0.01, 0.00], [0.15, 0.12, 0.45], [0.01, 0.02, 0.03], [-0.02, -0.02, -0.01], [0.03, 0.00, 0.00], [0.00, 0.09, -0.04], [0.02, 0.01, -0.01], [-0.02, 0.01, 0.02], [0.02, -0.03, -0.01], [0.02, 0.03, -0.02], [0.02, -0.04, -0.02], [0.06, -0.12, 0.17], [-0.04, 0.02, 0.00], [-0.02, -0.02, 0.02], [0.01, -0.01, 0.01], [0.02, -0.01, -0.01], [0.03, -0.03, -0.03], [-0.03, 0.00, -0.01], [-0.01, 0.00, 0.00], [0.09, -0.06, -0.17], [0.01, 0.00, 0.02], [-0.01, 0.00, 0.00], [-0.02, 0.05, -0.01], [-0.02, -0.02, -0.01], [0.04, 0.03, 0.07], [-0.02, 0.07, 0.15], [-0.07, -0.10, -0.13], [0.10, -0.03, 0.02], [-0.02, -0.04, 0.00], [-0.04, -0.02, 0.00], [0.07, -0.09, 0.01], [-0.02, -0.03, 0.00], [0.00, 0.02, 0.01], [-0.06, 0.03, 0.00], [-0.03, 0.00, -0.02], [-0.01, 0.01, 0.00]]}

{"formula": "C3H4S2", "method": "wB97M-V/def2-TZVPD", "smiles": "S=C[C@H]1CS1", "de_lowest_kcal_mol": 13.6, "multiplicity": 1, "gap_ev": 8.40, "lumo_energy_ev": -0.54, "homo_ev": -8.940, "species": ["C", "S", "H", "H", "C", "S", "H", "C", "H"], "positions_angstrom": [[0.33633, -1.70618, 0.07150], [1.74700, 0.63516, -0.35433], [0.01662, -0.52532, -1.69786], [0.59921, -1.65072, 1.12342], [0.30140, -0.45255, -0.65365], [0.02713, -3.13893, -0.61568], [-0.21063, 0.77387, 1.12269], [0.01714, 0.82230, 0.06524], [-0.51592, 1.59302, -0.47438]], "atomic_forces_ev_per_a": [[-0.14, -0.95, -0.08], [0.11, -0.09, -0.03], [-0.03, 0.03, 0.12], [0.04, 0.12, 0.12], [0.10, 0.71, -0.38], [0.06, 0.29, 0.21], [-0.03, -0.07, 0.00], [-0.07, 0.03, 0.11], [-0.04, -0.06, -0.06]]}